The following is a quantum chemistry calculation of C68H73ClN8O9Ta as an isolated structure at a distorted geometry, from OMol25.

HOMO energy   -0.3620 Ha
LUMO level   -4.2 eV

The geometry in ORCA input format:
```
! wB97M-V def2-TZVPD RIJCOSX def2/J DEFGRID3
* xyz 1 1
Ta 0.333 -0.044 -0.228
Cl 2.959 0.792 -0.631
O 3.327 2.030 -1.175
O 4.052 -0.043 -0.344
O 3.730 2.274 1.868
O -5.059 -4.412 -5.399
O 1.088 3.461 3.971
O 0.007 1.605 -0.923
O 2.115 0.947 0.557
O 2.051 0.094 -1.599
O 2.463 -2.151 -6.412
N -0.813 3.888 2.923
N -1.843 -0.124 -0.082
N -4.251 -3.831 -3.398
N -0.126 0.204 1.843
N 3.319 1.113 3.723
N 1.576 -1.675 0.512
N -0.186 -1.785 -1.490
N 2.788 -1.641 -4.222
C -0.437 5.671 5.628
C -6.323 -2.688 -4.316
C -2.780 -0.832 -0.765
C 3.653 -4.596 -2.171
C 3.078 -3.381 -2.545
C 0.232 3.434 6.519
C 4.515 -5.270 -3.015
C 3.513 -2.917 0.423
C -3.987 -0.083 -0.873
C -1.097 1.039 2.340
C -7.517 -3.152 -5.154
C 0.032 0.283 4.120
C 5.706 -0.585 2.630
C 0.256 -3.361 -3.114
C 1.727 -1.057 2.888
C -2.096 3.789 5.775
C 0.605 -0.233 2.928
C 2.401 -2.409 -0.319
C -2.615 -2.100 -1.357
C -2.128 1.624 1.588
C -2.504 1.018 0.391
C -1.430 3.516 -1.279
C 3.950 -1.272 6.518
C -2.916 5.079 2.888
C 0.459 0.139 -4.859
C -5.664 -1.471 -4.998
C 4.821 -4.729 -4.255
C -2.878 2.774 2.152
C 3.286 -0.055 4.542
C 2.370 -1.355 -5.503
C 4.257 -3.531 -4.652
C 6.172 1.421 1.248
C -3.780 1.106 -0.249
C 2.516 -1.154 4.142
C -4.276 2.819 2.127
C -2.206 3.904 2.669
C 3.350 -2.527 1.708
C -5.736 -4.798 -0.153
C 2.168 -1.728 1.764
C -5.424 -4.737 -1.497
C -4.459 -3.862 -1.991
C -3.748 -3.038 -1.108
C 2.500 -2.309 4.914
C -4.291 5.131 2.745
C 0.008 2.997 -1.298
C -5.227 -3.762 -4.391
C -1.017 1.068 3.754
C 1.442 0.241 -7.154
C 1.757 0.042 -5.671
C 0.821 -2.468 -2.148
C 2.766 1.106 -5.216
C -6.819 -2.270 -2.932
C 3.373 -2.855 -3.815
C -4.981 3.971 2.424
C -4.095 -3.107 0.254
C -1.075 -3.382 -2.889
C -5.067 -3.965 0.730
C -1.368 -2.418 -1.875
C 0.873 3.780 -0.297
C -0.079 3.789 4.092
C -0.636 4.153 5.477
C 3.965 -0.115 5.752
C 3.231 -2.378 6.091
C 0.557 3.152 -2.714
C 2.113 -2.678 -1.661
C 4.151 1.467 2.675
C 5.591 0.944 2.582
C 6.403 1.579 3.723
H 0.086 2.353 6.460
H -7.551 -1.471 -3.066
H 4.486 -3.118 -5.622
H -1.443 4.517 -1.709
H -2.363 5.957 3.194
H -3.550 -2.491 0.958
H -0.018 1.098 -5.065
H 5.612 1.002 0.411
H -2.239 2.708 5.816
H -7.186 -3.526 -6.119
H -5.292 -3.987 1.788
H 7.210 1.093 1.170
H 5.497 -5.251 -4.919
H 1.514 2.648 -2.827
H 2.525 -0.999 -3.494
H -4.818 6.062 2.907
H 4.503 0.757 6.091
H -6.494 -5.483 0.201
H 6.163 1.134 4.684
H -4.792 -1.130 -4.436
H 4.335 -3.478 0.016
H -0.054 3.764 7.518
H 1.910 -3.158 4.589
H 5.196 -1.026 1.770
H 4.933 -6.219 -2.707
H -0.236 -0.651 -5.151
H -1.820 3.570 -0.264
H -5.936 -5.378 -2.205
H 1.068 1.251 -7.326
H 0.462 4.779 -0.154
H -1.716 1.585 4.390
H -8.201 -2.318 -5.311
H -3.518 -4.450 -3.711
H 6.136 2.505 1.172
H -2.813 4.207 5.075
H 1.900 3.873 -0.642
H -1.083 6.231 4.951
H -2.079 2.869 -1.873
H 6.219 2.653 3.778
H -8.061 -3.951 -4.646
H -5.346 -1.730 -6.008
H 6.761 -0.857 2.570
H 1.288 3.642 6.364
H -6.383 -0.652 -5.061
H 0.633 0.070 -3.781
H 0.599 5.944 5.424
H 0.710 4.213 -2.904
H 2.334 0.087 -7.758
H -4.438 1.957 -0.239
H 0.694 -0.477 -7.487
H -0.146 2.756 -3.447
H -0.236 3.578 2.156
H 7.467 1.423 3.538
H -4.866 -0.408 -1.406
H -1.802 -3.960 -3.418
H 3.696 1.012 -5.779
H -7.317 -3.089 -2.415
H 3.004 1.027 -4.154
H 0.369 0.053 5.118
H 0.909 3.256 0.657
H 2.359 2.101 -5.401
H 4.495 -1.303 7.452
H -6.021 -1.890 -2.293
H 3.230 -3.288 6.677
H 0.816 -3.947 -3.825
H 3.982 -2.753 2.551
H 3.376 -5.045 -1.226
H -2.343 4.182 6.762
H 2.445 1.629 3.667
H -6.062 3.967 2.398
H -4.820 1.906 1.926
H 5.306 -1.014 3.548
H -0.679 5.969 6.649
*
```

These are the Mulliken partial charges, in e, on atoms 1 to 8: number 1, Ta, carries 1.415; number 2, Cl, carries 1.775; number 3, O, carries -0.679; number 4, O, carries -0.927; number 5, O, carries -0.759; number 6, O, carries -0.669; number 7, O, carries -0.815; number 8, O, carries 0.415



The following is a quantum chemistry calculation of C12H31F6NO11S2V2 as an isolated structure at a distorted geometry, from OMol25.

HOMO energy (spin up / spin down)   -0.2739 / -0.3232 Ha
LUMO level (spin up / spin down)   -0.4 / -0.4 eV

The geometry in ORCA input format:
```
! wB97M-V def2-TZVPD RIJCOSX def2/J DEFGRID3
* xyz 0 7
V 1.100 -1.984 -0.792
V -0.489 -0.983 1.536
S 0.196 1.910 2.694
S 0.075 0.068 4.733
F 2.501 3.140 2.612
F -1.629 1.732 5.877
F -2.567 0.330 4.515
F 2.288 1.637 1.091
F -1.863 -0.339 6.444
F 2.709 1.084 3.170
O 1.474 -1.862 1.399
O 0.228 -1.338 4.967
O -1.539 1.526 -1.629
O 2.833 -0.906 -1.525
O 1.032 0.926 5.355
O 0.579 -2.179 -3.002
O -2.427 0.070 1.094
O 0.219 -0.094 -0.315
O -0.411 2.077 1.401
O -0.901 -2.580 -0.177
O -0.041 2.945 3.639
N -0.163 0.335 3.144
C 2.713 -1.944 2.044
C -4.614 0.287 -0.014
C 2.061 1.906 2.379
C 0.619 0.155 -3.791
C -0.201 -1.093 -3.581
C 3.836 -1.686 -2.204
C -1.297 2.919 -1.492
C -2.012 -3.123 -0.782
C 5.191 -1.018 -2.061
C -3.826 -0.200 1.206
C -1.619 0.480 5.432
C -1.756 3.629 -2.750
H -2.741 -2.372 -1.144
H -5.593 0.600 0.360
H -1.749 -3.715 -1.673
H 3.055 0.014 -1.702
H 3.578 -1.780 -3.261
H -2.841 3.623 -2.835
H -4.252 0.334 2.063
H 3.855 -2.682 -1.761
H -4.789 -0.474 -0.773
H 5.277 -0.642 -1.034
H -0.210 3.069 -1.362
H 6.052 -1.639 -2.278
H -1.275 3.112 -3.579
H -0.903 1.001 -1.090
H 0.352 -2.971 -3.493
H -4.197 1.175 -0.490
H -2.581 -3.763 -0.092
H -1.680 3.367 -0.564
H -3.966 -1.260 1.412
H 1.080 0.464 -2.856
H -2.314 0.824 0.496
H 1.409 -0.004 -4.531
H 0.878 0.589 -0.171
H 5.210 -0.088 -2.641
H -1.052 -0.819 -2.950
H -1.421 4.667 -2.740
H 2.739 -1.468 3.034
H 2.991 -2.986 2.261
H -0.627 -1.485 -4.507
H 3.470 -1.450 1.417
H -0.054 0.936 -4.137
*
```

These are the Mulliken partial charges, in e, on atoms 1 to 8: number 1, V, carries 0.395; number 2, V, carries 0.626; number 3, S, carries 0.319; number 4, S, carries 0.887; number 5, F, carries -0.245; number 6, F, carries -0.224; number 7, F, carries -0.195; number 8, F, carries -0.308



| no. | electronic energy (a.u.) |
| --- | --- |
| 1 | -4267.22578 |
| 2 | -4641.81324 |